A cluster of 9 separate species, C33H84Br6N9O6P3 in total in a non-equilibrium geometry, computed with ωB97M-V/def2-TZVPD.

Gap between HOMO and LUMO = 8.5 eV
E_HOMO = -8.40 eV
SMILES string = CN(C)P(=O)(N(C)C)N(C)C.CN(C)P(=O)(N(C)C)N(C)C.CN(C)P(=O)(N(C)C)N(C)C.CC(C)=O.CC(C)=O.CC(C)=O.BrCCBr.BrCCBr.BrCCBr

ORCA input file:
```
! wB97M-V def2-TZVPD RIJCOSX def2/J DEFGRID3
* xyz 0 1
C 14.73595 8.74382 20.26345
N 14.17658 9.65408 19.20263
C 14.07533 11.07985 19.60027
P 13.73491 9.02596 17.72402
O 14.30663 7.68119 17.59060
N 12.07245 9.19600 17.58828
C 11.26979 9.05083 18.80885
C 11.38657 8.60967 16.47541
N 14.23077 10.00684 16.46822
C 13.50747 11.18685 16.02079
C 15.50711 9.77998 15.77826
H 15.83995 8.73902 20.26710
H 14.35857 7.74336 20.06539
H 14.44115 9.03306 21.27997
H 14.93210 11.23602 20.27932
H 13.18500 11.35806 20.17654
H 14.19249 11.71589 18.71639
H 10.31458 9.58979 18.64058
H 11.09178 8.02500 19.12908
H 11.71761 9.52792 19.64498
H 11.25924 7.52633 16.56432
H 10.43168 9.07843 16.20853
H 12.05831 8.73385 15.63996
H 13.96881 12.17854 16.28718
H 13.50060 11.24540 14.90321
H 12.50299 11.17753 16.43491
H 15.92237 8.82463 16.05308
H 16.26415 10.55058 16.01416
H 15.45090 9.84455 14.68786
C 10.43906 19.56010 9.89162
N 11.62084 18.68218 9.70068
C 11.20370 17.30170 9.38757
P 12.91017 18.95972 10.72511
O 12.76484 18.56149 12.14172
N 14.15842 18.10253 10.01525
C 14.33732 17.78032 8.61886
C 15.42923 18.14700 10.70269
N 13.17066 20.56127 10.67060
C 13.19528 21.31026 9.37602
C 13.28517 21.42435 11.85430
H 9.80888 19.43808 8.98852
H 10.73839 20.59057 9.93405
H 9.80111 19.24858 10.73419
H 10.44770 16.94063 10.10667
H 12.05452 16.61279 9.42916
H 10.75428 17.25572 8.40886
H 14.60468 16.71609 8.54006
H 13.39347 17.96103 8.06838
H 15.15848 18.36412 8.15928
H 15.67529 17.20684 11.23808
H 16.26197 18.38544 9.98497
H 15.47411 18.91725 11.48085
H 12.25661 21.85174 9.25243
H 14.00509 22.03507 9.21966
H 13.18805 20.61023 8.54076
H 12.58205 21.05075 12.61048
H 12.99567 22.42255 11.46492
H 14.31802 21.49688 12.27335
C 7.23696 12.07002 20.23980
N 7.72416 13.26280 19.56373
C 6.78269 13.75108 18.54799
P 8.99904 14.11290 20.16525
O 9.59955 13.34864 21.26487
N 9.86046 14.46871 18.79253
C 10.80953 15.59084 18.74819
C 10.12369 13.49583 17.71158
N 8.62273 15.61212 20.68763
C 8.67402 15.95339 22.09104
C 8.07486 16.63755 19.84754
H 7.57957 12.04542 21.28231
H 7.61119 11.15977 19.73467
H 6.12731 12.02428 20.22130
H 6.57480 13.00669 17.77093
H 7.16406 14.64550 18.10067
H 5.81346 13.96088 19.03987
H 10.65949 16.15823 17.79872
H 10.61722 16.28744 19.56691
H 11.85268 15.25041 18.69761
H 9.61538 12.54292 17.85776
H 9.81496 13.84887 16.71519
H 11.18878 13.28651 17.71221
H 7.66422 16.35730 22.42698
H 8.91858 15.06867 22.71266
H 9.38518 16.78495 22.20827
H 8.63754 17.59530 20.00069
H 7.00880 16.84985 20.05938
H 8.18903 16.36717 18.77410
C 7.58666 11.03351 15.09420
C 8.29075 12.28391 14.53859
C 7.41950 13.31610 13.82455
O 9.46136 12.43511 14.64657
H 8.34789 10.48197 15.66564
H 7.23282 10.41456 14.25795
H 6.77015 11.31962 15.76129
H 7.41990 13.06824 12.75357
H 8.01815 14.20660 13.98462
H 6.43145 13.34840 14.26296
C 15.30039 18.83506 14.70242
C 16.53131 17.82177 14.68962
C 16.49397 16.63041 13.77799
O 17.44694 18.04616 15.43776
H 15.11313 19.25891 13.67429
H 15.45336 19.61869 15.45822
H 14.44200 18.16282 14.86257
H 16.47557 15.75184 14.40122
H 17.45365 16.57002 13.27690
H 15.65273 16.61487 13.08668
C 8.86267 11.09548 8.41974
C 8.33105 11.87316 9.61758
C 8.98406 13.25810 9.87715
O 7.42064 11.45201 10.25404
H 8.25329 10.18201 8.38728
H 9.91289 10.80534 8.58932
H 8.81908 11.67059 7.48096
H 8.72730 13.64690 10.85282
H 8.72644 13.99977 9.09918
H 10.08432 13.14839 9.81055
Br 6.80480 19.04610 11.50575
C 7.74513 18.86161 13.17576
C 8.20872 17.38038 13.29837
Br 9.14502 17.10060 14.95981
H 7.07057 19.21645 13.94041
H 8.60693 19.53018 13.11247
H 8.92258 17.11042 12.52152
H 7.40312 16.64124 13.33748
Br 16.47322 14.50879 10.49238
C 16.41835 12.58166 10.92035
C 15.13744 12.15908 11.61316
Br 15.06686 12.96287 13.43553
H 17.29269 12.39483 11.53538
H 16.49548 12.05444 9.97337
H 15.00569 11.08412 11.78566
H 14.28050 12.52481 11.04798
Br 10.87240 14.86329 12.29014
C 12.23844 15.60966 13.56490
C 12.09211 14.86886 14.84132
Br 13.44960 15.48824 16.13283
H 11.98673 16.67464 13.66208
H 13.19019 15.48520 13.09163
H 12.32994 13.83000 14.78528
H 11.08746 15.02074 15.24959
*
```

***

A structure of composition C18H43F6NO6PdS2Si2 in a non-equilibrium geometry, computed with ωB97M-V/def2-TZVPD.

Gap between HOMO and LUMO (spin up / spin down) = 8.8 / 6.9 eV
E_HOMO (spin up / spin down) = -8.84 / -9.65 eV
⟨S²⟩ = 2.01
Energy above the lowest of the compared OMol25 structures with the same formula, charge and spin = 0.000 eV

ORCA input file:
```
! wB97M-V def2-TZVPD RIJCOSX def2/J DEFGRID3
* xyz 0 3
O -0.89028 -1.54854 -1.45515
O 0.79821 1.20695 -4.47104
C -0.24437 -2.71857 -1.96060
C -0.89299 -3.98959 -1.43717
H 0.79006 -2.69344 -1.60494
H -0.21470 -2.68851 -3.06504
H -0.86897 -4.04013 -0.33526
H -0.34462 -4.87719 -1.78680
H -1.93645 -4.03363 -1.78304
C -1.94281 -1.00831 -2.23822
C -1.82306 -1.05842 -3.75005
H -2.00122 0.03152 -1.90381
H -2.86830 -1.50925 -1.93147
H -0.92850 -0.54865 -4.12971
H -2.69307 -0.50133 -4.12569
H -1.84365 -2.08548 -4.13845
C 0.43637 2.30058 -3.63388
C 2.19867 0.96202 -4.46854
C -0.97046 2.76524 -3.96894
H 1.14259 3.14386 -3.77627
H 0.48610 1.96844 -2.57834
H -1.07664 2.99310 -5.03431
H -1.20703 3.66540 -3.39755
H -1.71053 1.99952 -3.72277
C 2.67353 0.53133 -5.84016
H 2.38648 0.16725 -3.73271
H 2.75739 1.85835 -4.15898
H 2.08615 -0.30001 -6.23053
H 3.71739 0.22980 -5.76995
H 2.60574 1.35545 -6.55460
H 1.57322 -0.67208 0.66240
Pd -1.00333 -0.01003 0.84845
C 2.16660 -1.12959 -0.13499
Si 3.54165 -0.09430 0.68490
H 2.14782 -2.19502 0.04861
H 1.80175 -0.89696 -1.15354
C 4.90726 -0.75215 -0.41207
C 3.53003 -0.61899 2.51488
C 3.16319 1.75867 0.49937
C -2.12636 -1.50455 1.42113
Si -3.47446 -0.15664 1.37722
H -1.90021 -1.94193 2.40594
H -1.95677 -2.23005 0.60492
C -4.63227 -0.66876 -0.01883
C -2.83499 1.61566 0.96491
C -4.43159 -0.10748 2.99233
H 2.42863 1.89278 -0.31671
H 4.07365 2.34436 0.24542
H 2.70798 2.15697 1.42668
H 4.91792 -1.85298 -0.34983
H 5.91487 -0.38330 -0.19869
H 4.65250 -0.48766 -1.45258
H 2.52304 -1.00365 2.79311
H 3.75851 0.20614 3.21579
H 4.26517 -1.42838 2.70827
H -3.27563 1.91349 0.00494
H -1.73572 1.87076 0.93980
H -3.23872 2.22356 1.78442
H -5.49986 -0.27725 2.82796
H -4.29494 0.84855 3.50361
H -4.05792 -0.90079 3.64241
H -5.67644 -0.55688 0.27975
H -4.45960 -1.71770 -0.25968
H -4.46693 -0.07455 -0.91886
F -1.69407 -2.21972 5.42416
C -0.64203 -1.35731 5.42823
F -0.07219 -1.37118 6.64960
F 0.26481 -1.79590 4.52073
S -1.24826 0.35439 4.97647
O -1.84947 0.22907 3.65267
O -2.03395 0.77336 6.09875
N 0.18889 1.05659 4.93984
S 0.49992 1.99311 3.68314
O 0.90663 1.25274 2.49922
O -0.41243 3.08977 3.48007
C 2.06095 2.69428 4.47135
F 1.80539 3.35818 5.61585
F 2.90557 1.66075 4.75038
F 2.69113 3.53481 3.61211
*
```

***

The molecule C5H5NS in a non-equilibrium geometry, computed with ωB97M-V/def2-TZVPD.

Gap between HOMO and LUMO = 7.5 eV
E_HOMO = -9.09 eV
SMILES string = CC1=CC(=S)N=C1
Energy above the lowest of the compared OMol25 structures with the same formula, charge and spin = 1.238 eV

ORCA input file:
```
! wB97M-V def2-TZVPD RIJCOSX def2/J DEFGRID3
* xyz 0 1
C 0.80324 -1.55707 -0.35261
C 0.13314 -0.27601 -0.02605
C 0.11415 0.85872 -0.71983
C -0.72148 1.86219 0.05742
S -0.96759 3.44085 -0.07034
N -1.31013 1.12437 1.13976
C -0.78046 -0.06735 1.12852
H 1.65142 -1.89521 0.31377
H 1.37099 -1.45575 -1.27126
H 0.15122 -2.41221 -0.51408
H 0.56020 1.03872 -1.68732
H -1.00471 -0.66125 2.00201
*
```

***

A structure of composition C7H8 in a non-equilibrium geometry, computed with ωB97M-V/def2-TZVPD.

Gap between HOMO and LUMO = 10.7 eV
E_HOMO = -10.21 eV
Energy above the lowest of the compared OMol25 structures with the same formula, charge and spin = 6.440 eV

ORCA input file:
```
! wB97M-V def2-TZVPD RIJCOSX def2/J DEFGRID3
* xyz 0 1
C -1.05755 -0.72647 -1.06094
C -0.23478 0.03858 -0.01147
C -1.03338 0.23785 1.28713
C 1.08414 -0.61828 0.24212
C 2.27995 -0.77494 0.28991
C 0.36037 1.30486 -0.53805
C 1.11589 2.23113 -0.92803
H -0.49439 -0.83785 -1.99049
H -1.98490 -0.18722 -1.27940
H -1.31739 -1.71914 -0.67798
H -1.29948 -0.73555 1.71285
H -0.45064 0.80181 2.01919
H -1.95694 0.78814 1.08046
H 3.33914 -0.90463 0.32832
H 1.64994 1.10172 -0.47361
*
```